No. 1
Computed, not measured: C10H16N3O9V as an isolated structure, with ωB97M-V with the def2-TZVPD basis set.

Output
E_HOMO in eV: -9.62
Charge: 0
ΔE to the lowest compared entry with this formula, charge and spin in kcal per mole: 10.1
Multiplicity: 1
LUMO energy in eV: -2.335
Orbital gap in eV: 7.29
Energy in Eh: -2175.6971

XYZ file:
```
39
Properties=species:S:1:pos:R:3:forces:R:3
O 3.8370 3.5366 3.0577 -0.98 -0.65 0.71
V 2.6304 2.6231 3.5267 -1.34 -0.94 -3.42
O 1.2882 3.5179 3.5881 2.03 -1.28 0.17
C 0.3711 1.7133 0.8022 -0.32 -0.96 0.73
C 1.8703 1.6582 0.9530 1.00 1.08 0.15
O 2.4159 1.0319 2.1036 -0.27 2.52 2.68
H -0.0541 0.7129 0.6754 0.08 -0.01 -0.34
H 0.0906 2.3590 -0.0286 -0.06 -0.03 0.01
H -0.0775 2.0515 1.7404 0.04 0.41 -0.12
H 2.2074 2.7047 1.0106 -0.06 0.13 -0.59
H 2.3653 1.2530 0.0643 -0.16 -0.25 0.02
C 4.4840 0.0899 -1.5629 -0.34 0.90 0.72
N 5.2345 -0.3905 -0.3721 -0.25 -0.93 0.56
O 6.4426 -0.2556 -0.3656 0.02 0.24 -0.24
O 4.5958 -0.9210 0.5167 0.24 0.39 -0.26
H 5.0312 -0.2099 -2.4478 -0.19 0.05 -0.07
H 4.4386 1.1721 -1.4254 0.47 0.06 -0.38
H 3.4434 -0.2018 -1.4630 0.21 -0.70 -0.26
C -0.2810 -2.3050 -0.3081 -0.05 -0.15 1.13
N 1.0651 -2.0757 0.2932 0.57 1.61 0.25
O 1.9945 -1.8777 -0.4668 -0.27 -0.64 -0.40
O 1.1453 -1.9029 1.4921 -0.35 -0.69 0.02
H -0.3716 -3.3707 -0.5016 0.10 0.13 -0.65
H -0.3591 -1.5970 -1.1259 -0.11 -0.42 -0.30
H -0.9828 -2.0837 0.4933 -0.07 0.17 -0.15
C -4.8966 -0.7735 0.7599 0.40 -0.85 1.19
C -3.8677 0.1659 0.8329 -0.42 -0.96 -0.28
C -3.0696 0.3461 -0.2787 -0.65 1.32 -0.15
C -3.3410 -0.3214 -1.4877 -0.16 -0.27 1.83
C -4.2190 -1.4043 -1.4587 0.80 0.09 0.06
C -4.9183 -1.6672 -0.2794 -0.39 0.18 -1.74
N -2.5685 -0.0119 -2.6671 0.62 -0.45 -1.07
O -1.4890 0.5323 -2.5198 -0.14 0.20 0.27
O -2.9944 -0.3793 -3.7514 -0.22 0.12 0.48
H -5.5860 -1.0133 1.5608 0.21 0.46 0.32
H -3.5867 0.6876 1.7362 -0.48 0.22 0.03
H -2.4689 1.2312 -0.1104 0.82 -0.36 -1.00
H -4.2555 -2.0901 -2.2930 -0.18 0.16 -0.14
H -5.5644 -2.5346 -0.2928 -0.14 0.10 0.25
```
Positions in Å, forces in eV/Å.

***

No. 2
Computed, not measured: C21H25GeN3O4RhS as an isolated structure, with ωB97M-V with the def2-TZVPD basis set.

Output
E_HOMO in eV: -12.26
Charge: +1
ΔE to the lowest compared entry with this formula, charge and spin in kcal per mole: 32.5
Multiplicity: 1
LUMO energy in eV: -4.276
Orbital gap in eV: 7.99
Energy in Eh: -3865.8256

XYZ file:
```
56
Properties=species:S:1:pos:R:3:forces:R:3
Rh -0.1741 -1.5888 0.3000 0.02 -0.25 -1.03
O 4.5817 -1.0050 3.5970 -0.03 0.00 0.02
C 4.9634 -1.2368 2.3495 -0.03 0.10 0.00
O 6.1031 -1.1335 1.9879 0.02 -0.05 -0.01
C 3.9035 -1.6119 1.3638 -0.01 -0.05 0.06
C 4.1630 -1.9141 0.0433 0.02 -0.02 -0.03
N 2.9830 -2.1639 -0.5512 0.04 -0.05 0.10
N 1.9668 -2.0626 0.3108 0.40 0.01 -0.13
C 2.5074 -1.7233 1.4684 -0.13 0.06 -0.04
C 1.5271 -1.4709 2.5551 -0.11 -0.02 -0.12
O 1.8544 -1.2719 3.7028 0.08 0.04 0.05
O 0.2712 -1.4865 2.1630 -0.32 0.20 0.68
H 3.6127 -1.1114 3.7394 0.03 -0.05 -0.03
H 5.1011 -1.9701 -0.4831 0.01 0.01 0.02
H 2.8193 -2.4667 -1.4974 0.02 0.02 0.00
N 0.1403 0.3885 0.2113 0.05 -0.02 0.00
S -0.2425 1.3348 -1.0378 0.11 -0.12 0.03
C -1.5893 2.3944 -0.5808 -0.04 0.00 -0.02
C -2.7928 2.2151 -1.2478 -0.01 0.01 0.01
C -3.8835 2.9914 -0.8824 0.01 0.00 0.00
C -3.7572 3.9217 0.1382 -0.01 0.00 0.00
C -2.5440 4.0927 0.7974 0.00 -0.01 0.00
C -1.4468 3.3314 0.4364 0.02 -0.01 0.00
C 1.1038 2.5085 -1.1447 -0.03 0.03 -0.02
C 2.2569 2.3204 -0.4039 0.01 -0.03 -0.01
C 3.2950 3.2340 -0.5437 0.00 -0.01 0.01
C 3.1710 4.3017 -1.4180 -0.01 0.00 -0.01
C 2.0086 4.4678 -2.1637 0.01 0.00 0.00
C 0.9650 3.5686 -2.0328 -0.01 0.01 0.00
H 0.0152 0.8519 1.1076 0.01 -0.10 0.04
H -2.8772 1.4852 -2.0432 0.01 0.00 0.00
H -4.8270 2.8700 -1.3964 0.00 0.00 0.00
H -4.6085 4.5259 0.4215 0.00 0.00 0.00
H -2.4538 4.8264 1.5866 0.00 0.00 0.00
H -0.4911 3.4752 0.9268 0.00 0.00 0.00
H 2.3457 1.4746 0.2641 0.00 0.00 0.01
H 4.2000 3.1044 0.0343 0.00 0.00 0.00
H 3.9823 5.0090 -1.5234 0.00 0.00 0.00
H 1.9150 5.2999 -2.8478 0.00 0.00 0.00
H 0.0547 3.6998 -2.6056 0.00 0.00 0.01
C -1.9304 -3.8110 -2.0945 0.03 0.04 -0.03
Ge -2.5209 -3.2876 -0.3061 -0.21 0.30 -0.10
C -4.4115 -3.6350 -0.0222 0.02 -0.14 0.12
C -1.3009 -4.0972 1.0094 0.04 0.05 0.03
C -2.1294 -1.3626 -0.0391 -0.06 0.16 0.49
H -2.1016 -4.8723 -2.2730 -0.01 -0.01 0.03
H -0.8609 -3.6253 -2.2251 0.00 0.00 -0.01
H -2.4672 -3.2487 -2.8591 0.00 0.00 0.00
H -4.6475 -4.6879 -0.1746 0.02 0.00 -0.01
H -4.9988 -3.0460 -0.7260 0.02 0.01 -0.01
H -4.7044 -3.3590 0.9901 0.00 0.01 -0.01
H -1.3585 -5.1844 0.9422 0.05 0.01 -0.02
H -1.5375 -3.7886 2.0260 -0.01 0.00 0.00
H -0.2340 -3.8688 0.8342 0.05 0.01 -0.01
H -2.7147 -0.8803 0.7447 -0.11 -0.11 -0.02
H -2.2053 -0.7212 -0.9284 0.05 -0.04 -0.02
```
Positions in Å, forces in eV/Å.

***

No. 3
Computed, not measured: a 8-piece molecular cluster, C25H48Br14N3S overall, with ωB97M-V with the def2-TZVPD basis set.

Output
E_HOMO in eV: -11.48
Charge: +1
Multiplicity: 1
LUMO energy in eV: -4.121
Orbital gap in eV: 7.36
Energy in Eh: -37579.4873

XYZ file:
```
91
Properties=species:S:1:pos:R:3:forces:R:3
C 0.5753 2.5978 2.0693 0.08 0.19 -0.36
C 0.1581 2.5453 0.4698 0.51 -0.55 -0.36
C 0.2152 1.0089 -0.1477 0.41 -0.17 0.79
C -0.0429 0.9245 -1.7645 0.35 -0.35 -0.59
C -0.7668 0.0641 0.7639 -2.76 -2.36 2.29
C -2.1813 0.6682 1.4113 1.67 -4.19 0.46
C -3.1017 -0.3054 2.3567 3.71 -0.07 -2.03
S -4.6795 0.4481 3.1082 1.50 -0.46 -0.70
C -2.6122 -1.8467 2.6373 0.30 2.47 -0.84
N -3.4765 -2.7032 3.5429 2.59 0.62 -1.48
N -1.3304 -2.3563 2.0070 -0.93 4.22 -0.83
C -0.4025 -1.5254 1.1238 -1.88 2.58 0.45
C 0.9707 -2.1891 0.5161 -0.99 -1.28 -1.05
N 1.9992 -2.5855 1.5533 0.66 1.66 -1.59
C 2.8378 -1.3364 1.8511 0.44 0.46 0.62
H -0.1327 1.9857 2.7718 1.22 1.10 -1.49
H 1.6736 2.1687 2.2245 -2.33 1.05 -0.40
H 0.5166 3.7198 2.4054 0.32 -2.21 -0.57
H 0.9562 3.1647 -0.1591 -1.84 -1.22 1.36
H -0.9098 2.9804 0.2612 2.09 -0.62 0.46
H 1.3205 0.6319 0.0404 -2.29 0.66 -0.32
H 0.1034 -0.1774 -2.2000 -0.35 2.27 1.36
H -1.1042 1.2799 -2.1065 1.95 -0.52 0.89
H 0.7777 1.5784 -2.3238 -1.79 -1.21 1.38
H -2.4895 1.7907 1.1786 0.65 -2.77 0.66
H -4.6604 1.8357 2.7800 0.73 -1.83 -0.01
H -3.6100 -3.6637 3.1499 0.09 1.22 0.25
H -3.0350 -2.8359 4.4854 -0.37 0.43 -1.13
H -1.0518 -3.3414 2.2229 -0.28 1.27 -0.27
H 1.4315 -1.5103 -0.3497 -1.31 -1.10 1.96
H 0.6440 -3.1953 -0.0336 0.46 2.14 1.15
H 2.6629 -3.2292 1.0488 -1.08 0.70 0.68
H 3.0965 -0.7315 0.8736 -0.54 -1.07 1.78
H 2.2405 -0.6386 2.6079 1.40 -1.49 -1.68
H 3.8677 -1.6565 2.3263 -2.24 0.66 -0.77
Br -6.1393 -4.5470 2.9840 -0.28 -0.33 -0.04
C -7.5951 -4.0696 4.1915 -0.14 0.23 -0.13
C -7.0768 -3.3545 5.4176 -0.09 -0.02 0.26
Br -6.2623 -4.6056 6.6726 0.07 0.12 -0.12
H -8.1348 -4.9917 4.4214 0.21 0.22 0.02
H -8.2441 -3.4101 3.6064 0.17 -0.10 0.14
H -7.9002 -2.8924 5.9703 0.11 -0.11 -0.18
H -6.3246 -2.5938 5.1912 -0.20 -0.22 -0.07
Br 3.7884 3.7458 -2.1748 -0.09 -0.14 -0.06
C 3.8318 2.9771 -3.9672 0.11 0.18 -0.02
C 2.9514 3.7549 -4.9176 0.07 -0.05 -0.19
Br 1.0673 3.3381 -4.6352 -0.02 0.05 -0.03
H 3.5466 1.9265 -3.8712 0.02 0.29 -0.08
H 4.8803 3.0377 -4.2764 -0.29 -0.03 0.05
H 3.1545 3.4667 -5.9533 -0.01 0.01 0.22
H 3.0572 4.8388 -4.8190 -0.05 -0.27 0.07
Br 5.3764 0.1258 -2.5057 0.07 -0.13 -0.05
C 7.3208 0.2302 -2.6242 0.02 -0.18 0.23
C 7.8198 1.6023 -2.2345 0.20 0.09 -0.06
Br 7.5256 2.8931 -3.6666 0.09 -0.03 0.13
H 7.5947 -0.0595 -3.6417 -0.06 0.17 0.23
H 7.6885 -0.5267 -1.9240 -0.05 0.21 -0.12
H 8.9030 1.5886 -2.0818 -0.21 -0.06 -0.05
H 7.3358 2.0023 -1.3393 0.05 -0.17 -0.25
Br 2.0408 -1.8134 -7.2921 -0.12 -0.04 0.13
C 0.5849 -1.3361 -6.0845 0.05 0.11 -0.32
C 1.1033 -0.6209 -4.8584 -0.22 0.04 0.11
Br 1.9178 -1.8720 -3.6034 0.10 0.04 -0.01
H 0.0453 -2.2581 -5.8546 0.16 0.23 0.05
H -0.0640 -0.6765 -6.6696 0.14 -0.07 0.21
H 0.2799 -0.1589 -4.3057 0.14 -0.06 -0.19
H 1.8555 0.1398 -5.0849 -0.20 -0.23 -0.02
Br 5.6404 -2.9380 6.5749 -0.10 0.14 0.04
C 3.9343 -2.0947 7.0037 0.07 -0.33 0.09
C 3.2098 -1.6581 5.7515 -0.20 0.20 0.01
Br 3.9884 -0.0273 5.0181 0.02 -0.05 0.05
H 4.1482 -1.2728 7.6914 -0.09 -0.13 -0.25
H 3.3622 -2.8647 7.5312 0.06 0.18 -0.15
H 2.1709 -1.4006 5.9782 0.20 -0.06 0.02
H 3.2287 -2.4074 4.9553 0.07 0.12 0.25
Br 0.7380 7.0619 -3.3273 -0.09 -0.15 0.00
C -1.0707 6.4717 -3.7583 0.15 0.19 -0.22
C -2.0810 7.0604 -2.8011 -0.24 -0.09 -0.05
Br -2.0429 6.1411 -1.0815 0.04 0.07 0.00
H -1.0583 5.3790 -3.7598 -0.04 0.26 0.08
H -1.2507 6.8302 -4.7769 -0.04 -0.05 0.24
H -3.0978 6.9163 -3.1784 0.22 0.01 0.03
H -1.9200 8.1230 -2.5991 0.05 -0.30 -0.07
Br -5.4729 -1.8019 0.3399 -0.01 0.04 -0.20
C -6.1234 -3.0961 -0.9669 -0.21 -0.03 0.23
C -5.1991 -4.2876 -1.0637 -0.03 -0.14 -0.23
Br -3.5951 -3.8553 -2.0854 0.03 -0.01 0.15
H -6.2447 -2.5618 -1.9124 0.12 -0.18 0.20
H -7.1079 -3.4011 -0.5979 0.24 -0.01 -0.06
H -5.6776 -5.1018 -1.6160 0.05 0.19 0.12
H -4.8673 -4.6601 -0.0905 -0.16 0.17 -0.22
```
Positions in Å, forces in eV/Å.

***

No. 4
Computed, not measured: a 2-piece molecular cluster, C4H10NO2S overall, with ωB97M-V with the def2-TZVPD basis set.

Output
E_HOMO in eV: -3.95
Charge: -1
ΔE to the lowest compared entry with this formula, charge and spin in kcal per mole: 191.0
Multiplicity: 1
LUMO energy in eV: -0.538
Orbital gap in eV: 3.42
Energy in Eh: -761.6170

XYZ file:
```
18
Properties=species:S:1:pos:R:3:forces:R:3
C -0.9785 -1.2623 -0.2804 0.58 -0.88 0.67
N -0.0957 -1.6185 0.8329 0.28 1.49 -0.29
C -0.0922 -0.7106 1.9908 -0.26 -2.76 0.62
O 0.6016 -1.0422 3.0570 0.01 0.89 -1.26
C -1.0688 0.2266 -0.6556 -0.92 1.33 0.42
C 0.2190 0.9780 -1.0072 0.60 -1.24 0.97
S 0.0170 2.6816 -0.9193 -0.34 1.13 -0.52
H -0.6056 -1.7725 -1.1626 0.03 -0.25 0.09
H -1.9493 -1.6776 0.0067 -0.32 0.50 -0.26
H 0.0366 0.2929 1.5122 0.40 0.36 0.14
H -1.1693 -0.7218 2.3001 -0.40 0.67 -0.14
H -1.8539 0.3493 -1.4085 0.26 -0.14 -0.25
H -1.4379 0.8462 0.1771 -0.34 -0.49 0.13
H 0.9358 0.7163 -0.2097 0.22 -0.13 -0.29
H 0.7258 0.6038 -1.9194 -0.08 -0.35 0.04
H 0.8408 -1.7914 0.4686 0.17 -0.47 -0.11
H 1.9883 -1.7104 -2.4443 -0.07 -0.14 0.30
O 1.2695 -1.6755 -1.7962 0.17 0.48 -0.25
```
Positions in Å, forces in eV/Å.

***

No. 5
Computed, not measured: one molecule with the formula C5H7N5O, with ωB97M-V with the def2-TZVPD basis set.

Output
E_HOMO in eV: -8.78
SMILES string: CO[C@H]1NNc2nncnc21
Charge: 0
ΔE to the lowest compared entry with this formula, charge and spin in kcal per mole: 57.6
Multiplicity: 1
LUMO energy in eV: 0.237
Orbital gap in eV: 9.01
Energy in Eh: -543.6416

XYZ file:
```
18
Properties=species:S:1:pos:R:3:forces:R:3
C -1.1459 -1.2185 0.4349 0.02 -0.02 0.16
O -1.2496 -0.7067 -0.8793 -0.15 -0.15 -0.30
C -0.5025 0.4150 -1.1372 3.50 -0.77 0.75
N -0.7600 1.5221 -0.2380 -0.11 0.33 -0.01
N 0.4076 1.8781 0.5235 -0.36 0.68 0.09
C 1.4439 1.0418 0.3247 0.88 -0.76 -0.52
N 2.5758 0.9900 1.0200 -1.22 0.84 0.23
N 3.4571 0.1018 0.6202 0.94 -0.32 0.18
C 3.2280 -0.6727 -0.4021 -0.11 -0.38 -0.49
N 2.0900 -0.7168 -1.1409 -0.15 0.06 0.05
C 1.2231 0.1481 -0.7428 -3.49 0.90 -0.38
H -1.6281 -2.1924 0.4230 -0.03 0.04 0.05
H -1.6398 -0.5610 1.1553 0.02 -0.03 -0.04
H -0.0974 -1.3457 0.7218 -0.06 -0.06 0.02
H -0.6130 0.6408 -2.1959 -0.09 0.13 0.14
H -1.0746 2.3502 -0.7366 0.27 -0.21 0.01
H 0.2193 2.2867 1.4260 0.01 -0.28 0.04
H 3.9968 -1.3816 -0.6669 0.14 0.01 0.01
```
Positions in Å, forces in eV/Å.

***

No. 6
Computed, not measured: a 2-piece molecular cluster, C2H5NO2 overall, with ωB97M-V with the def2-TZVPD basis set.

Output
E_HOMO in eV: -9.36
Charge: 0
ΔE to the lowest compared entry with this formula, charge and spin in kcal per mole: 129.1
Multiplicity: 1
LUMO energy in eV: 0.645
Orbital gap in eV: 10.00
Energy in Eh: -284.2617

XYZ file:
```
10
Properties=species:S:1:pos:R:3:forces:R:3
C 0.1356 -0.5648 0.6021 1.84 1.61 -5.19
C 0.1415 0.7130 -1.1056 -1.73 -1.92 2.27
N 0.4029 -1.9131 0.4924 0.18 -0.12 -2.19
O 1.4653 -0.9338 0.8602 -0.76 0.17 0.95
O -0.7478 -0.1154 1.4277 -0.71 3.51 2.66
H -0.3945 1.6907 -0.9032 0.73 -1.20 0.17
H -0.4345 0.1645 -1.8963 0.94 0.40 0.74
H 1.2026 0.8105 -1.2313 0.27 0.02 -0.36
H 0.1263 -2.4738 1.2748 -0.07 0.13 1.12
H -0.5774 0.8972 1.5197 -0.68 -2.59 -0.17
```
Positions in Å, forces in eV/Å.